Computed, not measured: C64H61BaN5P3 as an isolated structure, with wB97M-V/def2-TZVPD.

```
134
Properties=species:S:1:pos:R:3:forces:R:3:mulliken_charge:R:1
Ba 0.09257 0.17700 0.24579 -0.1411 0.1284 -0.0260 1.08
C 1.65957 2.47731 -1.50003 0.0530 -0.0121 -0.0022 -0.65
C 0.23106 3.03152 -1.66972 0.0586 0.1037 0.0758 0.36
C -0.60971 2.30110 -2.67712 -0.0630 -0.1161 0.0422 -0.60
C -0.87951 2.80344 -3.93822 -0.0079 0.0797 -0.0394 -0.91
C -1.72474 2.08893 -4.77417 -0.0151 0.0244 -0.1210 -0.76
C -2.26681 0.89838 -4.32338 -0.0151 -0.0473 -0.0534 -0.86
C -1.92784 0.45839 -3.05525 -0.0446 -0.0234 0.1390 -0.87
N -1.12000 1.14155 -2.23895 -0.0302 -0.0396 -0.1521 1.63
N 2.06512 2.40940 -0.08972 0.0373 -0.0995 0.0003 1.14
C 1.85453 3.64374 0.65989 -0.0965 -0.0128 0.0094 -0.98
C 2.04207 3.39935 2.13924 0.0775 -0.0696 0.1037 0.12
C 2.57108 4.39077 2.95407 0.0095 0.0780 0.0448 -0.92
C 2.77840 4.11819 4.29855 0.0467 0.0746 -0.0280 -0.54
C 2.48179 2.85220 4.77285 -0.0336 -0.0751 0.0310 -0.96
C 1.95943 1.92483 3.88321 -0.0533 0.0611 -0.0410 -0.54
N 1.71867 2.18652 2.59702 -0.0071 0.0355 0.0570 0.64
C 3.46023 1.98057 0.06644 -0.0017 0.0168 -0.0393 -1.76
C 3.71069 0.52142 0.37894 -0.0159 -0.0699 0.0000 -0.03
C 5.02496 0.08093 0.47613 0.0586 0.0459 0.0270 -0.81
C 5.27210 -1.24767 0.77200 0.0195 -0.0236 -0.0206 -0.81
C 4.19919 -2.10974 0.95329 0.0258 0.0093 0.0307 -1.06
C 2.92425 -1.59107 0.83330 -0.0140 -0.1435 -0.0086 -0.25
N 2.68146 -0.30230 0.56133 0.3846 -0.1259 0.0045 1.64
H 2.36217 3.08241 -2.09111 -0.0065 0.0286 -0.0026 0.56
H 1.72923 1.45555 -1.90295 -0.0499 0.0764 -0.0283 0.07
H 0.26629 4.09671 -1.89854 0.0093 0.0054 -0.0592 0.68
H -0.31611 2.96008 -0.72418 0.0285 -0.0387 0.0572 -0.49
H -0.44466 3.74751 -4.24810 -0.0415 -0.0797 0.0051 0.56
H -1.95586 2.45889 -5.76802 0.0216 -0.0362 0.1032 0.44
H -2.92784 0.30468 -4.94211 0.0503 0.0505 0.0355 0.51
H -2.33271 -0.47399 -2.66750 0.0833 0.1402 -0.0603 0.33
H 0.84298 4.01518 0.49688 -0.0223 -0.0153 -0.0319 0.75
H 2.53702 4.44132 0.33464 0.0221 0.0383 -0.0049 0.38
H 2.82931 5.35687 2.53221 -0.0233 -0.0818 0.0558 0.52
H 3.19066 4.87509 4.95637 -0.0354 -0.0472 -0.0492 0.43
H 2.64990 2.57492 5.80680 -0.0120 0.0347 -0.0835 0.52
H 1.72808 0.92191 4.21934 -0.0770 -0.0453 0.0027 0.58
H 3.90322 2.53968 0.89131 0.0387 0.0508 -0.0011 0.64
H 4.04660 2.25511 -0.82025 -0.0128 -0.0170 -0.0540 0.53
H 5.84131 0.77742 0.30802 -0.0738 -0.0766 0.0283 0.57
H 6.29142 -1.60957 0.84430 -0.0704 0.0112 -0.0004 0.44
H 4.33495 -3.16296 1.15998 0.0019 0.0645 -0.0146 0.58
H 2.05791 -2.25430 0.92727 0.1803 0.1636 0.0075 0.15
C 3.13548 -3.46954 -5.07916 0.0593 -0.0350 -0.0365 -1.30
C 4.00371 -2.44490 -4.40436 0.0613 0.0335 0.0944 1.12
C 5.34422 -2.35073 -4.77598 -0.0459 -0.0185 0.0027 -0.73
C 6.19857 -1.41821 -4.20367 0.0734 0.0208 -0.0267 -0.84
C 5.71776 -0.54179 -3.24532 0.0255 0.0846 0.0125 -0.78
C 4.38317 -0.61805 -2.87270 0.0958 -0.1316 -0.0860 -0.96
C 3.51817 -1.56743 -3.41312 0.0436 -0.0757 -0.1442 -0.56
P 1.80398 -1.49772 -2.76195 -0.0045 0.0302 0.1624 1.78
C 0.83890 -1.51278 -4.33119 -0.1768 0.0210 -0.0984 0.50
C 1.05226 -0.31687 -5.03264 -0.0212 -0.0821 -0.0537 -0.99
C 0.47945 -0.07509 -6.26945 0.0468 0.0490 0.0295 -0.74
C -0.37404 -1.02400 -6.81315 -0.0732 0.0096 -0.0535 -0.93
C -0.61922 -2.19588 -6.11690 0.0178 -0.0839 0.0190 -0.93
C -0.01592 -2.48256 -4.88654 0.0015 0.1163 -0.0130 2.01
C -0.31250 -3.82538 -4.26720 -0.0711 0.0727 0.0600 -1.36
C 1.60252 -3.01808 -1.78252 -0.0851 -0.0324 0.0507 0.86
C 2.64946 -3.91695 -1.57500 -0.1154 -0.0319 -0.0113 -0.45
C 2.54229 -4.96463 -0.67106 0.0458 -0.0010 -0.0017 -1.08
C 1.35145 -5.11246 0.04181 -0.0257 0.0047 0.0386 -0.71
C 0.30588 -4.22845 -0.13843 -0.0525 0.0646 -0.0054 -0.95
C 0.38551 -3.13773 -1.04000 0.1622 0.0419 -0.0073 1.36
C -0.66197 -2.16005 -1.14304 -0.2877 -0.2075 -0.0296 -1.16
H 3.74727 -4.23875 -5.55433 -0.0275 0.0570 0.0415 0.55
H 2.51812 -3.00428 -5.85140 0.0256 -0.0170 0.0104 0.20
H 2.46248 -3.95497 -4.37440 0.0473 0.0011 0.0071 0.08
H 5.72811 -3.03115 -5.53118 -0.0542 0.0646 0.0682 0.47
H 7.23653 -1.37293 -4.51749 -0.0936 -0.0123 0.0361 0.40
H 6.36983 0.20458 -2.80025 -0.0622 -0.0873 -0.0501 0.46
H 3.98939 0.07559 -2.14644 -0.0410 0.0884 0.1139 0.58
H 1.71318 0.43398 -4.60319 -0.0434 -0.0552 -0.0103 0.22
H 0.69466 0.84753 -6.79913 -0.0216 -0.0766 0.0429 0.48
H -0.84315 -0.85753 -7.77874 0.0597 -0.0234 0.1109 0.39
H -1.27662 -2.94438 -6.55129 0.0586 0.0676 0.0313 0.42
H -0.64313 -4.52491 -5.03718 0.0011 0.0504 0.0563 0.52
H -1.10042 -3.74816 -3.51244 0.0288 0.0339 -0.0263 0.19
H 0.54870 -4.25240 -3.76295 0.0343 -0.0092 0.0209 0.17
H 3.57468 -3.79041 -2.12414 0.0213 0.0078 -0.0235 0.44
H 3.36456 -5.65914 -0.53320 -0.0890 0.0705 -0.0158 0.45
H 1.23757 -5.93277 0.74480 0.0240 0.0510 -0.0660 0.40
H -0.62224 -4.36529 0.41512 0.1464 0.0111 -0.0848 0.38
H -1.64938 -2.51857 -0.82387 0.1593 0.0236 -0.0230 0.20
H -0.71788 -1.66291 -2.11183 -0.0493 -0.0770 0.0090 -0.82
N -2.43396 1.47336 3.20294 0.0513 0.1067 -0.0564 -0.21
P -1.24498 0.24039 3.51818 -0.0928 -0.0784 -0.0902 0.26
C -1.01118 0.43364 5.31609 0.0885 -0.0210 0.0386 0.68
C -0.62443 -0.69268 6.04528 -0.0120 0.0100 0.0444 -0.73
C -0.32231 -0.58961 7.39484 -0.0013 -0.0249 -0.0070 -0.57
C -0.39870 0.64136 8.03480 0.0004 -0.0140 0.0117 -0.58
C -0.77870 1.76597 7.31745 -0.0021 0.0384 0.0062 -0.70
C -1.07511 1.66486 5.96363 -0.0022 0.0490 -0.0179 -0.61
C -2.26470 -1.26346 3.41645 -0.0233 -0.0409 0.0410 0.13
C -3.55845 -1.33067 3.93668 -0.0149 -0.0194 0.0298 -0.43
C -4.30355 -2.48754 3.79512 0.0040 -0.0165 -0.0215 -0.64
C -3.76320 -3.59088 3.13335 -0.0708 0.0327 0.0424 -0.72
C -2.48127 -3.53271 2.61429 0.0658 -0.0317 -0.0126 -0.71
C -1.73323 -2.36719 2.75621 -0.0586 0.0099 -0.1126 0.28
P -2.73666 1.67876 1.49894 -0.0211 -0.1446 0.0179 0.93
C -3.47877 3.33571 1.45542 0.0398 0.0974 -0.0335 0.38
C -4.06564 3.96208 2.55492 0.0119 -0.0298 -0.0075 -0.40
C -4.61839 5.22935 2.42407 0.0048 -0.0030 0.0241 -0.80
C -4.59752 5.87569 1.19519 -0.0179 0.0360 0.0141 -0.52
C -4.01807 5.25845 0.09485 0.0221 -0.0039 -0.0509 -0.59
C -3.45082 3.99889 0.22695 -0.0395 -0.0070 0.0292 -0.66
C -4.14932 0.55559 1.24734 -0.1075 0.0028 -0.0613 0.19
C -5.40830 0.77372 1.80828 0.0347 -0.0198 -0.0106 -0.76
C -6.42096 -0.15572 1.63514 -0.0106 0.0071 0.0200 -0.69
C -6.18477 -1.31631 0.90415 -0.0485 -0.0189 -0.0146 -0.74
C -4.94030 -1.54024 0.33669 0.0242 0.0124 0.0113 -0.53
C -3.92925 -0.60035 0.50238 0.0271 -0.0389 -0.0629 -0.05
H -2.18504 2.35860 3.63254 -0.0537 -0.0377 0.0481 0.29
H -0.57573 -1.66231 5.56084 -0.0043 0.0358 0.0017 0.41
H -0.03597 -1.47593 7.94977 -0.0140 0.0667 -0.0363 0.43
H -0.16825 0.72060 9.09070 -0.0167 -0.0004 -0.0623 0.40
H -0.84757 2.72911 7.81082 0.0073 -0.0651 -0.0333 0.41
H -1.35968 2.56832 5.43226 0.0373 -0.0722 0.0338 0.21
H -3.97754 -0.46204 4.43367 0.0144 -0.0521 -0.0191 0.34
H -5.31271 -2.53405 4.19064 0.0888 0.0022 -0.0278 0.44
H -4.35354 -4.49337 3.01958 0.0420 0.0579 0.0091 0.42
H -2.06095 -4.38480 2.09024 -0.0601 0.0778 0.0832 0.47
H -0.73543 -2.32707 2.32507 -0.0011 -0.0058 0.0479 0.37
H -4.10430 3.45505 3.51347 -0.0163 0.0336 -0.0365 0.51
H -5.07296 5.71067 3.28271 0.0316 -0.0374 -0.0582 0.42
H -5.03296 6.86341 1.09572 0.0240 -0.0701 0.0072 0.39
H -4.00366 5.76064 -0.86655 0.0028 -0.0393 0.0841 0.44
H -2.99185 3.51942 -0.63367 -0.0214 0.0099 0.0305 0.34
H -5.59559 1.67369 2.38099 -0.0102 0.0062 0.0062 0.44
H -7.39889 0.02047 2.07022 0.0795 -0.0059 -0.0326 0.43
H -6.97892 -2.04406 0.77706 0.0606 0.0498 -0.0003 0.40
H -4.74841 -2.44276 -0.23315 -0.0212 0.0582 0.0362 0.53
H -2.96136 -0.79517 0.04268 -0.0620 0.0546 0.0567 0.31
```
Forces are in eV/Å.

LUMO energy in eV: -1.703
Relative energy (zero: lowest compared OMol25 entry of this formula, charge and spin) in eV: 1.081
Charge: +1
HOMO level in eV: -8.13
Kohn-Sham gap in eV: 6.424
2S+1: 1
Strongest force on any atom in Eh/bohr: 0.0079